DFT (wB97M-V/def2-TZVPD) results for a molecular structure, C36H21BrF4N4O2PPd.

Output
**Gap between HOMO and LUMO (spin up / spin down)**: 0.2689 / 0.2689 Eh
**Net charge**: +1
**Molar mass**: 834.88 g/mol
**HOMO level (spin up / spin down)**: -11.728 / -11.727 eV
**LUMO level (spin up / spin down)**: -4.4 / -4.4 eV
**2S+1**: 1

```
70
Properties=species:S:1:pos:R:3:forces:R:3:mulliken_charge:R:1
Pd -0.788214 0.136322 -1.536450 -0.630 -0.243 -0.856 0.1321
F 0.210517 6.307361 1.747208 0.005 -0.012 -0.009 -0.2797
C 0.126283 5.020133 1.472086 0.015 0.027 -0.046 0.4394
C -0.058608 4.105062 2.488572 -0.030 -0.045 0.033 0.4366
F -0.146517 4.507229 3.746872 0.002 -0.003 -0.016 -0.2838
C -0.143559 2.760584 2.174268 -0.090 0.056 -0.035 0.3707
F -0.291843 1.913151 3.192854 0.048 0.003 0.006 -0.3463
C -0.068243 2.287394 0.865185 -0.029 0.081 0.137 -0.1185
P -0.383601 0.515286 0.614095 -0.175 0.192 0.095 2.0691
C 1.094845 -0.346183 1.183374 0.243 0.253 -0.051 0.8308
C 1.124602 -1.737360 1.255169 -0.040 -0.048 0.090 -0.2641
C 2.286838 -2.388132 1.632387 0.014 -0.005 0.006 -0.8604
C 3.433159 -1.659340 1.923907 0.015 0.003 -0.012 -0.6618
C 3.413647 -0.274982 1.845896 -0.015 -0.008 -0.030 -0.8823
C 2.248590 0.381669 1.476150 -0.002 -0.038 -0.011 -0.9840
C -1.739743 0.078692 1.727646 0.097 -0.301 0.056 0.2317
C -1.532282 -0.767388 2.817547 -0.024 -0.043 -0.025 -0.2708
C -2.598687 -1.127831 3.625564 -0.010 0.013 -0.026 -0.8077
C -3.871925 -0.642908 3.361400 0.002 -0.002 0.016 -0.7688
C -4.075940 0.222930 2.297368 -0.006 0.023 -0.018 -0.7852
C -3.013759 0.576555 1.483948 0.041 0.121 0.033 -0.2327
C 0.173867 3.231348 -0.143252 0.100 0.017 0.183 -0.6007
Br 0.515093 2.806887 -1.932491 0.250 0.011 -0.289 -0.0599
C 0.258125 4.576679 0.163868 -0.001 -0.001 0.061 0.4726
F 0.490554 5.482672 -0.775015 -0.017 -0.001 -0.024 -0.3115
H 0.238241 -2.316215 1.030659 -0.031 0.008 0.009 0.7085
H 2.297829 -3.468059 1.703819 -0.005 -0.003 -0.005 0.4783
H 4.339759 -2.171312 2.217963 0.003 -0.008 0.006 0.4814
H 4.302089 0.297173 2.076130 0.004 0.003 0.010 0.4785
H 2.243326 1.462165 1.418155 0.004 0.005 -0.002 0.4527
H -0.542960 -1.130404 3.055827 -0.006 -0.005 0.002 0.4660
H -2.432175 -1.785810 4.467537 0.007 0.004 0.010 0.4549
H -4.701344 -0.930377 3.993258 -0.006 -0.001 0.004 0.4057
H -5.059128 0.625768 2.091427 -0.006 -0.009 0.011 0.5250
H -3.173488 1.276093 0.681730 -0.029 0.002 0.014 0.4903
N 9.357309 -3.088963 -2.587971 0.031 -0.001 -0.002 -0.4381
C 8.225690 -2.933419 -2.475554 -0.029 -0.002 0.013 -0.0165
C 6.808643 -2.738343 -2.330217 0.022 0.013 -0.006 0.4206
C 6.266368 -1.461925 -2.444254 -0.009 0.004 0.006 -1.2232
C 4.903920 -1.271891 -2.308666 0.032 -0.022 0.011 -0.5386
C 4.078966 -2.361189 -2.058856 -0.078 0.016 0.031 2.1169
C 4.613485 -3.635559 -1.938224 0.052 0.021 0.016 -0.4395
C 5.977589 -3.822879 -2.074912 -0.018 -0.016 0.005 -1.1838
N 2.665759 -2.172391 -1.917911 -0.005 -0.086 -0.091 0.5341
C 1.715088 -3.161256 -1.734639 0.074 0.013 -0.002 -0.0399
C 0.517507 -2.539008 -1.656193 -0.104 0.006 -0.387 -1.6673
N 0.713916 -1.182684 -1.816885 0.500 -0.148 0.474 -0.0082
C 2.009851 -0.999204 -1.964344 -0.017 0.052 0.032 -0.5782
H 6.913122 -0.618553 -2.641011 0.002 0.000 -0.006 0.4620
H 4.510009 -0.271168 -2.402770 -0.013 0.002 -0.016 0.3002
H 3.989282 -4.492058 -1.735444 -0.007 -0.004 -0.009 0.3242
H 6.399074 -4.813957 -1.983376 0.001 -0.002 -0.005 0.4585
H 1.963758 -4.202727 -1.674631 -0.024 -0.017 -0.025 0.4124
H -0.471556 -2.954888 -1.558998 0.021 -0.009 0.089 0.6247
H 2.480753 -0.044226 -2.113042 -0.025 0.034 0.095 0.3870
O -2.522773 3.236409 -1.132088 -0.081 0.017 0.026 -0.5250
C -3.134709 2.226610 -1.382289 0.322 -0.013 -0.318 -0.2422
N -2.556720 1.015419 -1.820095 -0.397 -0.056 1.136 -0.1114
C -3.539284 0.007847 -1.706053 0.018 0.205 -0.196 0.2870
O -3.298436 -1.176133 -1.784753 0.144 -0.050 -0.095 -0.5954
C -4.845794 0.658864 -1.432245 -0.075 -0.159 -0.025 0.5225
C -6.113664 0.119299 -1.316950 0.075 0.038 -0.025 -0.5729
C -7.138348 0.994137 -0.979559 -0.010 0.095 0.019 -0.4890
C -6.889690 2.352869 -0.765811 -0.092 -0.072 0.007 -0.5249
C -5.611968 2.882750 -0.889400 0.124 -0.056 -0.053 -0.6789
C -4.600796 2.002138 -1.230635 -0.108 0.148 -0.048 0.7077
H -6.290972 -0.934009 -1.485891 -0.005 -0.007 0.025 0.5175
H -8.148942 0.622612 -0.876273 -0.007 -0.004 -0.003 0.4346
H -7.713805 3.000287 -0.496890 0.001 0.007 -0.011 0.4247
H -5.408006 3.932340 -0.727810 -0.010 0.010 0.009 0.5320
```
Forces are in eV/Å.


DFT (wB97M-V/def2-TZVPD) results for a molecular structure, C36H21F5N4O4PS2SeTi.

Output
**Gap between HOMO and LUMO (spin up / spin down)**: 0.1777 / 0.2606 Eh
**Net charge**: -1
**Molar mass**: 890.51 g/mol
**HOMO level (spin up / spin down)**: -2.918 / -5.087 eV
**LUMO level (spin up / spin down)**: 1.9 / 2.0 eV
**2S+1**: 3

```
75
Properties=species:S:1:pos:R:3:forces:R:3:mulliken_charge:R:1
Ti -1.828131 0.502861 0.281374 0.684 -0.512 0.071 -0.5472
Se -3.500600 -4.508846 6.013157 0.085 0.193 -0.165 0.1365
N -2.502958 -3.013617 5.917924 0.018 -0.021 0.126 -0.8926
C -2.564323 -2.575399 4.697694 -0.063 0.048 -0.358 0.7472
C -1.890914 -1.358187 4.216723 -0.239 -0.498 0.107 0.1728
C -1.184212 -0.523050 5.034623 0.204 0.290 0.171 -0.2051
C -0.610506 0.651266 4.505516 -0.149 -0.268 0.024 -1.5187
C -0.794770 0.907494 3.168678 -0.064 0.154 -0.311 -0.5124
N -1.448013 0.094808 2.329170 -0.023 -0.200 0.261 0.5379
C -2.015489 -1.047867 2.836327 0.049 0.194 0.063 -0.2399
C -2.757659 -1.827707 1.940161 -0.129 -0.031 -0.128 -0.1277
N -2.794692 -1.401140 0.629934 -0.209 -0.122 0.274 0.1359
C -3.620212 -2.047003 -0.206931 0.231 0.212 -0.217 -0.2779
C -4.392008 -3.129453 0.137499 0.074 -0.055 0.311 -1.3378
C -4.315151 -3.602301 1.465269 -0.177 -0.121 -0.320 -0.1861
C -3.507660 -2.960222 2.358796 0.156 -0.161 0.521 0.1995
C -3.381788 -3.374215 3.768181 0.205 0.343 -0.091 0.7517
N -3.949829 -4.424470 4.275753 -0.101 -0.124 -0.037 -0.8864
H -1.098823 -0.762583 6.087171 0.001 -0.008 -0.008 0.4991
H -0.083874 1.359440 5.125527 0.009 0.017 0.046 0.4574
H -0.451075 1.830906 2.716842 0.009 -0.026 0.034 0.8722
H -3.642944 -1.653516 -1.218310 -0.015 -0.018 0.051 0.5968
H -5.034497 -3.591516 -0.595629 -0.019 -0.023 -0.013 0.4164
H -4.892584 -4.457716 1.791725 -0.001 0.000 0.003 0.5020
O 0.445511 0.566320 0.327450 -0.478 0.152 0.078 0.6053
P 1.663514 0.792914 -0.511652 -0.024 0.038 -0.004 0.4200
C 1.326190 1.677598 -2.036409 0.017 0.151 -0.098 1.4011
C 0.317439 2.640766 -1.946053 -0.009 -0.075 -0.053 -1.0205
C 0.008406 3.421094 -3.048753 -0.006 -0.013 0.027 -0.7730
C 0.705657 3.257538 -4.235708 0.011 0.012 -0.044 -0.5072
C 1.731437 2.327277 -4.321908 -0.024 -0.027 0.114 -0.8313
C 2.048606 1.542738 -3.221341 -0.030 0.075 -0.012 -0.3099
C 2.827413 1.854893 0.372762 0.040 -0.090 -0.038 0.3113
C 4.053575 2.202963 -0.192069 0.021 0.014 0.026 -0.5394
C 4.918196 3.039409 0.491617 -0.055 -0.015 0.022 -0.6662
C 4.557837 3.534766 1.741191 0.066 0.034 0.003 -0.4651
C 3.340203 3.193635 2.303860 -0.082 -0.090 -0.085 -0.6196
C 2.471904 2.349404 1.617964 0.063 0.088 0.107 -0.3485
C 2.546578 -0.741948 -0.821191 0.198 -0.144 -0.075 0.3707
C 3.307385 -1.255174 0.231532 0.038 0.055 -0.002 -0.9272
C 3.930075 -2.485523 0.114388 -0.002 -0.016 -0.009 -0.6938
C 3.798039 -3.220875 -1.055947 0.007 -0.005 0.023 -0.6834
C 3.031089 -2.730298 -2.099672 -0.006 0.050 0.011 -1.0407
C 2.405824 -1.497227 -1.982922 0.023 -0.008 0.085 0.0907
H -0.258065 2.760533 -1.033352 0.054 0.003 -0.060 0.5279
H -0.798912 4.136891 -2.979399 -0.022 0.012 0.016 0.4830
H 0.448231 3.856234 -5.099615 -0.008 0.011 -0.017 0.3770
H 2.281893 2.206357 -5.244931 0.019 -0.011 -0.028 0.4191
H 2.863904 0.839916 -3.299581 0.056 -0.149 0.035 0.4194
H 4.334268 1.822916 -1.167309 -0.019 -0.021 -0.026 0.3492
H 5.868990 3.309401 0.051483 0.016 0.010 0.003 0.4184
H 5.231591 4.193386 2.274430 0.013 0.004 -0.004 0.3752
H 3.055454 3.581344 3.272317 0.005 0.017 0.026 0.4483
H 1.517823 2.074305 2.043224 -0.029 -0.018 -0.005 0.2651
H 3.408195 -0.694505 1.153256 -0.005 0.040 -0.016 0.3999
H 4.511801 -2.873865 0.939946 0.005 -0.004 0.007 0.4174
H 4.280403 -4.185490 -1.146544 0.008 -0.013 0.003 0.3831
H 2.893189 -3.313378 -2.999683 -0.002 -0.003 -0.017 0.4691
H 1.768421 -1.156025 -2.783618 0.053 0.132 -0.068 0.6723
O -3.778813 3.669538 -0.289126 -0.033 0.054 -0.044 -0.6695
S -3.267170 2.700242 0.638011 -0.094 0.158 -0.060 1.0293
O -3.662557 1.265619 0.230473 -0.152 0.197 0.206 -0.5179
O -1.747078 2.510039 0.458263 0.000 0.369 0.336 -0.7190
S -3.702937 3.048856 2.513825 0.111 -0.101 -0.299 -0.5015
F -2.485872 1.582716 -2.798105 0.096 -0.197 0.191 -0.4963
C -1.824476 0.401843 -2.879662 -0.061 0.280 -0.433 -0.1379
C -1.406887 -0.253722 -1.738228 -0.214 -0.130 -0.443 0.9265
C -0.771085 -1.447468 -2.001545 0.179 -0.437 -0.058 1.5055
F -0.315204 -2.237008 -0.987707 -0.138 0.233 -0.022 -0.5943
C -0.524515 -1.955699 -3.271518 -0.094 0.017 0.051 0.0821
F 0.119228 -3.127667 -3.443145 -0.039 0.066 -0.022 -0.4254
C -0.930048 -1.233423 -4.378190 -0.016 0.001 -0.020 0.8054
F -0.685936 -1.684734 -5.620751 -0.021 0.032 0.131 -0.3685
C -1.595011 -0.037293 -4.178215 -0.015 0.100 0.075 -0.0229
F -2.001015 0.681901 -5.239342 0.046 -0.097 0.074 -0.3873
```
Forces are in eV/Å.


Energy above the lowest of the compared OMol25 structures with the same formula, charge and spin values, unit kcal per mole, following the record order: 7.7; 0.0.